The following is a quantum chemistry calculation of a structure of composition C31H38F2Ge2N3Pt at a distorted geometry, from the Open Molecules 2025 dataset.

```
77
Properties=species:S:1:pos:R:3:lowdin_charge:R:1
Pt -0.1034 -0.0278 0.3543 1.02
F 4.7961 -0.1000 -1.6957 0.10
C 4.0482 -0.1028 -0.5930 -0.26
C 2.6690 -0.0190 -0.7160 -0.03
C 1.9210 0.0021 0.4394 -0.28
C 2.4934 -0.1063 1.7081 -0.14
C 3.8808 -0.2072 1.7629 -0.20
F 4.4974 -0.3256 2.9483 0.09
C 4.6756 -0.1981 0.6358 0.09
C 1.5641 -0.0667 2.8318 -0.19
C 1.8827 -0.1203 4.1833 0.03
C 0.8717 0.0060 5.1211 -0.01
C -0.4401 0.1944 4.7112 -0.02
C -0.6993 0.2166 3.3566 -0.10
N 0.2708 0.0689 2.4589 -0.02
H 2.2105 0.0166 -1.6978 0.13
H 5.7516 -0.2655 0.7146 0.14
H 2.9033 -0.2480 4.5027 0.12
H 1.1098 -0.0348 6.1762 0.12
H -1.2461 0.3264 5.4180 0.12
H -1.6980 0.3687 2.9651 0.11
C -4.5133 -0.1743 -2.2040 -0.17
C -3.0077 -0.3492 -1.9712 -0.38
Ge -2.5411 0.1221 -0.1100 0.71
C -3.5962 -1.0259 1.1255 -0.39
C -4.8506 -0.3064 1.6290 -0.17
C -3.0418 1.9833 0.1087 -0.28
C -2.1480 2.9739 0.0798 -0.33
Ge -0.2258 2.4198 0.0930 0.86
C 0.7997 3.0923 1.6584 -0.34
C 1.0249 4.5975 1.8315 -0.16
C 0.7359 2.7785 -1.6036 -0.35
C 0.8338 4.2275 -2.0908 -0.16
C -2.5345 4.4146 0.0439 -0.23
C -1.5592 5.4044 -0.0431 -0.08
C -1.8830 6.7539 -0.0709 -0.06
C -3.2102 7.1441 -0.0210 -0.08
C -4.2025 6.1734 0.0499 -0.07
C -3.8705 4.8303 0.0818 -0.03
H -4.7745 -0.4143 -3.2363 0.07
H -4.8277 0.8539 -2.0147 0.06
H -5.0993 -0.8326 -1.5582 0.06
H -2.4338 0.3069 -2.6275 0.05
H -2.7032 -1.3778 -2.1792 0.05
H -2.9636 -1.3221 1.9651 0.04
H -3.8621 -1.9437 0.5960 0.05
H -4.6024 0.6288 2.1351 0.06
H -5.3896 -0.9371 2.3385 0.07
H -5.5307 -0.0686 0.8097 0.06
H -4.1075 2.2030 0.1648 0.05
H 1.7677 2.5883 1.5788 0.05
H 0.3082 2.6955 2.5490 0.05
H 1.5052 5.0405 0.9571 0.06
H 1.6795 4.7788 2.6867 0.07
H 0.0905 5.1260 2.0130 0.06
H 0.2650 2.1627 -2.3749 0.06
H 1.7404 2.3808 -1.4414 0.04
H -0.1453 4.6503 -2.3114 0.07
H 1.4257 4.2663 -3.0072 0.08
H 1.3282 4.8697 -1.3602 0.06
H -0.5212 5.1098 -0.1007 0.05
H -1.0959 7.4954 -0.1311 0.11
H -3.4726 8.1940 -0.0405 0.11
H -5.2440 6.4675 0.0782 0.11
H -4.6681 4.1020 0.1367 0.10
C 1.8140 -5.4398 0.3992 0.01
N 0.8734 -4.3331 0.2544 -0.11
C -0.4797 -4.4321 0.0407 -0.03
C -0.9496 -3.1581 -0.0177 -0.12
N 0.1002 -2.2833 0.1557 -0.06
C 1.1779 -3.0275 0.3209 -0.14
H 1.2851 -6.3740 0.2399 0.10
H 2.2451 -5.4437 1.3977 0.10
H 2.6111 -5.3558 -0.3355 0.10
H -0.9821 -5.3795 -0.0482 0.13
H -1.9562 -2.8195 -0.1848 0.07
H 2.1811 -2.6597 0.4694 0.14
```

Output
- Molecular weight: 830.960 g mol⁻¹
- Frontier orbital gap (spin up / spin down): 5.8 / 5.5 eV
- Charge: +1
- HOMO energy (spin up / spin down): -10.440 / -10.433 eV
- Electronic energy: -158941.072 eV